[1]
Formula: C30H39F9N6NiP2S
Source: the OMol25 dataset
Level of theory: ωB97M-V/def2-TZVPD

Positions of all 88 atoms, in Å:
Ni1 -0.096 0.465 1.059
C1 6.582 -1.642 -0.324
C2 6.085 -0.198 -0.280
C3 6.763 0.527 0.893
C4 6.455 0.497 -1.597
C5 4.578 -0.125 -0.084
C6 3.774 -1.246 0.081
C7 2.415 -1.096 0.305
N1 1.829 0.095 0.361
C8 2.585 1.191 0.205
C9 3.943 1.119 -0.020
C10 1.867 2.473 0.453
C11 2.396 3.714 0.135
C12 1.752 4.882 0.528
C13 0.588 4.726 1.285
C14 0.092 3.463 1.520
N2 0.686 2.351 1.077
C15 2.315 6.262 0.221
C16 3.057 6.746 1.477
C17 1.182 7.240 -0.111
C18 3.290 6.223 -0.957
H1 7.661 -1.644 -0.471
H2 6.138 -2.200 -1.149
H3 6.376 -2.171 0.606
H4 7.844 0.412 0.817
H5 6.444 0.112 1.849
H6 6.542 1.594 0.893
H7 7.532 0.442 -1.750
H8 6.175 1.550 -1.595
H9 5.968 0.017 -2.446
H10 4.183 -2.242 0.048
H11 1.769 -1.951 0.445
H12 4.520 2.027 -0.111
H13 3.317 3.761 -0.424
H14 0.056 5.576 1.682
H15 -0.816 3.321 2.093
H16 2.381 6.837 2.328
H17 3.498 7.725 1.289
H18 3.858 6.059 1.752
H19 0.522 7.417 0.737
H20 0.580 6.884 -0.948
H21 1.609 8.203 -0.390
H22 4.198 5.666 -0.723
H23 3.596 7.238 -1.203
H24 2.833 5.786 -1.846
F1 0.490 -3.678 -0.484
C19 -0.747 -4.090 -0.818
F2 -0.759 -5.416 -0.710
F3 -0.919 -3.788 -2.114
C20 -1.798 -3.440 0.048
C21 -2.667 -4.219 0.790
C22 -3.627 -3.611 1.584
C23 -3.681 -2.232 1.590
N3 -2.863 -1.481 0.857
C24 -1.934 -2.050 0.112
S1 -0.899 -0.941 -0.816
H25 -2.584 -5.295 0.750
H26 -4.306 -4.191 2.189
H27 -4.391 -1.700 2.210
C25 -5.188 2.028 -0.428
N4 -4.260 2.691 0.492
C26 -3.554 3.751 -0.232
N5 -2.874 3.285 -1.438
C27 -3.851 2.632 -2.300
N6 -4.541 1.534 -1.637
C28 -3.639 0.441 -1.356
P1 -2.306 0.930 -0.117
C29 -3.362 1.775 1.165
C30 -1.749 2.422 -1.106
H28 -5.947 2.757 -0.717
H29 -5.675 1.201 0.090
H30 -2.830 4.219 0.437
H31 -4.291 4.500 -0.528
H32 -3.350 2.257 -3.193
H33 -4.592 3.377 -2.598
H34 -3.137 0.119 -2.268
H35 -4.199 -0.402 -0.951
H36 -2.720 2.312 1.863
H37 -3.904 1.022 1.732
H38 -1.246 2.070 -2.011
H39 -1.034 3.003 -0.534
F4 -1.388 0.308 2.833
P2 -0.333 -0.648 3.774
F5 0.748 -1.546 4.488
F6 -1.500 -1.701 3.987
F7 -0.727 0.172 5.064
F8 0.806 0.457 3.378
F9 0.000 -1.386 2.291

Cartesian forces (eV/Å) of the 2 atoms listed first:
-0.6 0.0 -0.5
0.0 0.0 0.0

Results
Frontier orbital gap (spin up / spin down) = 7.032 / 7.007 eV
Molar mass = 807.4 g/mol
2S+1 = 2
Total charge = +1
HOMO energy (spin up / spin down) = -11.31 / -10.75 eV

***

[2]
Formula: C30H39FeN3OS
Source: the OMol25 dataset
Level of theory: ωB97M-V/def2-TZVPD

Positions of all 75 atoms, in Å:
Fe1 0.158 0.425 0.106
N1 2.320 5.117 1.046
N2 0.801 0.334 -2.585
C1 -1.555 -0.100 1.385
C2 -1.844 1.101 0.639
C3 -0.910 2.137 1.092
C4 -0.952 3.626 0.891
H1 -1.869 3.853 0.331
H2 -0.090 5.536 0.470
H3 -1.053 4.060 1.895
C5 -0.145 1.574 2.165
C6 0.600 2.410 3.132
H4 -0.099 2.882 3.845
H5 1.112 3.229 2.611
H6 1.324 1.840 3.723
C7 -0.500 0.200 2.317
C8 0.002 -0.704 3.389
H7 1.003 -0.388 3.719
H8 0.076 -1.748 3.048
H9 -0.659 -0.687 4.273
C9 -3.034 1.224 -0.246
H10 -3.987 1.310 0.304
H11 -3.131 0.329 -0.874
H12 -2.948 2.081 -0.918
C10 -2.294 -1.405 1.335
H13 -1.602 -2.241 1.519
H14 -2.735 -1.583 0.344
H15 -3.102 -1.497 2.085
C11 3.607 5.391 0.791
H16 4.088 6.153 1.408
C12 4.330 4.784 -0.248
H17 5.370 5.056 -0.411
C13 3.666 3.867 -1.068
H18 4.185 3.360 -1.878
C14 2.314 3.604 -0.833
H19 1.733 2.918 -1.458
C15 1.644 4.345 0.184
C16 0.117 4.501 0.150
H20 -0.135 4.480 -0.921
C17 0.132 -0.387 -1.687
C18 0.545 -0.135 -3.844
H21 0.974 0.313 -4.719
C19 -0.286 -1.217 -3.750
H22 -0.683 -1.864 -4.512
N3 -0.544 -1.403 -2.394
C20 -1.256 -2.527 -1.881
C21 -2.530 -2.834 -2.408
C22 -3.107 -4.067 -2.078
H23 -4.077 -4.321 -2.508
C23 -2.484 -4.964 -1.210
C24 -3.126 -6.276 -0.871
H24 -2.883 -6.573 0.154
H25 -2.792 -7.088 -1.531
H26 -4.215 -6.202 -0.967
C25 -1.241 -4.625 -0.669
H27 -0.725 -5.301 0.018
C26 -0.607 -3.423 -1.012
C27 0.752 -3.110 -0.469
H28 1.454 -2.744 -1.233
H29 1.169 -4.015 -0.014
H30 0.694 -2.347 0.331
C28 -3.277 -1.867 -3.272
H31 -2.825 -1.739 -4.263
H32 -3.402 -0.876 -2.808
H33 -4.284 -2.268 -3.429
C29 3.467 1.439 1.511
S1 2.671 0.073 0.651
C30 3.034 -1.291 1.777
O1 3.423 -0.164 -0.621
H34 3.570 1.206 2.577
H35 2.869 2.349 1.376
H36 4.449 1.562 1.039
H37 2.172 -1.967 1.834
H38 3.266 -0.902 2.776
H39 3.901 -1.814 1.351

Cartesian forces (eV/Å) of the 2 atoms listed first:
0.8 -0.2 0.4
0.2 1.8 1.9

Results
Frontier orbital gap (spin up / spin down) = 2.076 / 6.551 eV
Molar mass = 545.6 g/mol
2S+1 = 6
Total charge = -1
HOMO energy (spin up / spin down) = 0.20 / -4.28 eV

***

[3]
Formula: C30H39IrN3O
Source: the OMol25 dataset
Level of theory: ωB97M-V/def2-TZVPD

Positions of all 74 atoms, in Å:
Ir1 -0.566 -0.697 -0.463
N1 -1.711 -2.481 1.762
N2 -1.626 0.833 1.528
C1 0.016 -0.587 -2.483
C2 -1.421 -0.592 -2.487
C3 -1.866 -1.811 -1.892
C4 -3.288 -2.215 -1.690
H1 -3.966 -1.373 -1.856
H2 -3.431 -2.585 -0.671
H3 -3.586 -3.018 -2.376
C5 -0.713 -2.582 -1.535
C6 -0.732 -3.896 -0.854
H4 -1.152 -4.675 -1.499
H5 -1.354 -3.814 0.042
H6 0.277 -4.163 -0.542
C7 0.458 -1.826 -1.893
C8 1.871 -2.266 -1.785
H7 1.991 -2.869 -0.882
H8 2.524 -1.391 -1.716
H9 2.168 -2.858 -2.659
C9 -2.303 0.492 -3.027
H10 -3.129 0.083 -3.622
H11 -1.741 1.182 -3.665
H12 -2.749 1.073 -2.210
C10 0.910 0.468 -3.050
H13 1.704 0.713 -2.335
H14 0.354 1.386 -3.259
H15 1.384 0.131 -3.980
C11 -1.760 -3.545 2.605
H16 -1.488 -4.538 2.222
C12 -2.150 -3.430 3.941
H17 -2.060 -4.288 4.585
C13 -2.623 -2.224 4.465
H18 -2.896 -2.063 5.500
C14 -2.742 -1.193 3.574
H19 -3.087 -0.192 3.797
C15 -2.310 -1.358 2.236
C16 -2.537 -0.212 1.449
H20 -3.397 -0.043 0.785
C17 -0.622 0.871 0.601
C18 -1.725 2.076 2.171
H21 -2.496 2.201 2.908
C19 -0.831 2.879 1.591
H22 -0.681 3.920 1.767
N3 -0.118 2.149 0.636
C20 0.904 2.742 -0.202
C21 0.520 3.590 -1.247
C22 1.521 4.184 -2.032
H23 1.228 4.820 -2.873
C23 2.880 3.990 -1.762
C24 3.959 4.636 -2.594
H24 4.527 3.889 -3.166
H25 4.683 5.170 -1.962
H26 3.534 5.353 -3.303
C25 3.229 3.191 -0.670
H27 4.287 3.038 -0.425
C26 2.252 2.605 0.146
C27 2.655 1.885 1.394
H28 2.313 2.417 2.295
H29 3.748 1.810 1.438
H30 2.256 0.862 1.439
C28 -0.915 3.876 -1.553
H31 -1.284 4.743 -0.987
H32 -1.578 3.031 -1.341
H33 -1.024 4.122 -2.617
C29 1.729 -3.312 3.152
C30 1.684 -1.864 2.749
O1 1.886 -1.803 1.339
H34 0.989 -3.899 2.605
H35 1.523 -3.411 4.214
H36 2.715 -3.730 2.949
H37 0.720 -1.416 3.020
H38 2.487 -1.296 3.237
H39 1.772 -0.891 1.023

Cartesian forces (eV/Å) of the 2 atoms listed first:
0.9 -0.3 1.1
0.1 -1.3 -1.0

Results
Frontier orbital gap (spin up / spin down) = 2.646 / 6.760 eV
Molar mass = 649.9 g/mol
2S+1 = 5
Total charge = -1
HOMO energy (spin up / spin down) = -0.19 / -4.31 eV

***

[4]
Formula: C30H39MnN3Si
Source: the OMol25 dataset
Level of theory: ωB97M-V/def2-TZVPD

Positions of all 74 atoms, in Å:
Mn1 -0.050 -1.709 1.917
C1 -0.826 -4.997 -0.808
C2 -0.808 -4.212 0.350
N1 -0.196 -3.041 0.411
C3 0.451 -2.559 -0.700
C4 0.457 -3.275 -1.909
C5 -0.198 -4.526 -1.930
C6 1.106 -2.717 -3.039
C7 1.691 -1.492 -2.924
C8 1.696 -0.773 -1.705
C9 1.111 -1.291 -0.569
N2 1.026 -0.757 0.710
C10 1.715 0.324 1.253
C11 2.725 1.088 0.714
C12 3.285 2.170 1.432
C13 2.864 2.502 2.684
C14 1.862 1.713 3.302
C15 1.401 1.934 4.617
C16 0.460 1.107 5.170
C17 -0.023 0.038 4.409
N3 0.379 -0.197 3.170
C18 1.309 0.633 2.594
H1 -1.329 -5.952 -0.797
H2 -1.306 -4.550 1.251
H3 -0.194 -5.108 -2.843
H4 1.127 -3.268 -3.969
H5 2.183 -1.049 -3.780
H6 2.170 0.193 -1.698
H7 3.142 0.863 -0.252
H8 4.076 2.740 0.962
H9 3.298 3.332 3.224
H10 1.811 2.758 5.187
H11 0.100 1.251 6.178
H12 -0.752 -0.647 4.824
C19 -0.777 1.770 -3.359
C20 -1.969 1.006 -2.780
C21 -1.828 -0.468 -3.179
C22 -3.318 1.576 -3.341
Si1 -2.511 1.376 -1.049
C23 -3.567 0.157 -0.064
C24 -3.945 -1.130 -0.812
C25 -2.784 -0.264 1.200
C26 -4.873 0.867 0.351
C27 -2.053 3.016 -0.279
C28 -0.565 2.660 0.010
C29 -2.732 3.367 1.051
C30 -2.158 4.248 -1.187
H13 -0.795 1.661 -4.446
H14 0.158 1.339 -3.002
H15 -0.773 2.833 -3.142
H16 -1.572 -0.507 -4.240
H17 -2.743 -1.038 -3.049
H18 -1.019 -0.959 -2.633
H19 -3.367 1.345 -4.408
H20 -3.403 2.660 -3.242
H21 -4.210 1.105 -2.900
H22 -3.075 -1.734 -1.070
H23 -4.519 -0.938 -1.718
H24 -4.581 -1.725 -0.152
H25 -1.963 -0.944 0.915
H26 -3.465 -0.839 1.835
H27 -2.387 0.561 1.791
H28 -5.452 1.192 -0.515
H29 -4.712 1.722 1.000
H30 -5.492 0.151 0.897
H31 -0.457 1.753 0.620
H32 -0.123 3.474 0.591
H33 0.032 2.534 -0.893
H34 -2.683 2.570 1.794
H35 -3.773 3.655 0.915
H36 -2.210 4.229 1.472
H37 -1.679 4.136 -2.155
H38 -1.671 5.085 -0.681
H39 -3.198 4.530 -1.350

Cartesian forces (eV/Å) of the 2 atoms listed first:
0.1 -0.1 0.1
0.0 0.0 0.0

Results
Frontier orbital gap (spin up / spin down) = 6.626 / 6.800 eV
Molar mass = 524.7 g/mol
2S+1 = 4
Total charge = +2
HOMO energy (spin up / spin down) = -12.64 / -12.84 eV

***

[5]
Formula: C30H39N5O3S
Source: the OMol25 dataset
Level of theory: ωB97M-V/def2-TZVPD

Positions of all 78 atoms, in Å:
C1 1.625 -6.588 -3.851
C2 1.011 -5.211 -4.349
C3 1.206 -3.943 -3.819
C4 0.774 -2.858 -4.302
C5 0.118 -2.858 -5.415
C6 -0.297 -4.272 -6.010
C7 0.246 -5.555 -5.471
H1 0.026 -6.210 -6.111
H2 -0.965 -4.181 -7.000
C8 -0.654 -1.678 -5.997
H3 -0.925 -1.806 -7.269
H4 -1.673 -1.484 -5.817
H5 0.143 -0.786 -5.746
N1 0.941 -1.643 -3.785
C9 2.403 -1.406 -3.174
H6 3.079 -2.085 -3.720
C10 2.678 -0.037 -2.824
N2 1.563 0.500 -2.103
C11 1.573 1.184 -0.890
O1 0.588 1.298 -0.235
C12 3.131 1.172 -0.370
C13 2.931 1.372 1.113
C14 3.779 0.623 2.039
C15 3.414 -0.997 2.096
C16 2.265 -0.983 2.703
N3 0.993 -0.575 2.444
C17 0.607 -1.228 1.406
N4 -0.874 -0.659 0.825
C18 -1.373 0.206 1.479
C19 -2.576 0.826 1.042
C20 -3.223 2.014 1.497
C21 -2.491 2.633 2.636
C22 -1.442 2.050 3.197
C23 -0.670 0.915 2.634
C24 0.528 0.376 3.138
O2 0.806 0.877 4.060
H7 -0.806 2.621 3.969
N5 -3.285 3.498 3.389
C25 -3.233 3.811 4.694
H8 -2.480 3.181 5.083
C26 -3.191 5.226 5.265
H9 -3.396 5.192 6.140
O3 -4.159 5.916 4.459
C27 -4.035 5.800 3.148
H10 -4.982 6.436 2.556
C28 -4.207 4.510 2.784
H11 -4.053 4.382 1.699
H12 -5.141 4.021 3.107
H13 -3.248 6.439 2.636
H14 -2.221 5.628 4.665
H15 -4.164 3.464 5.070
H16 -4.105 2.373 1.142
H17 -3.079 0.618 0.150
H18 -1.127 -1.188 0.191
S1 1.105 -2.466 0.618
H19 1.979 -2.393 2.994
H20 2.477 -0.800 3.916
H21 4.340 -1.489 2.498
H22 3.292 -1.187 1.050
H23 4.758 0.601 2.005
H24 3.911 1.119 3.147
H25 1.957 1.511 1.599
H26 3.424 2.647 1.284
H27 3.569 -0.016 -0.453
H28 3.694 1.822 -0.799
C29 0.263 0.373 -2.632
C30 0.037 -1.164 -2.837
H29 -1.161 -1.297 -3.369
H30 0.061 -1.769 -1.962
H31 -0.774 0.569 -1.854
H32 0.007 0.884 -3.660
H33 3.516 0.155 -2.440
H34 2.587 0.454 -4.013
H35 2.231 -1.775 -2.323
H36 2.071 -4.018 -2.884
H37 1.113 -7.299 -4.196
H38 1.725 -6.514 -2.957
H39 2.700 -6.606 -4.326

Cartesian forces (eV/Å) of the 2 atoms listed first:
5.3 7.6 -8.4
0.3 -4.5 -0.5

Results
Frontier orbital gap = 6.617 eV
Molar mass = 549.7 g/mol
HOMO energy = -6.49 eV

***

[6]
Formula: C30H40BBrCaCsFMgN3O17P
Source: the OMol25 dataset
Level of theory: ωB97M-V/def2-TZVPD

Positions of all 97 atoms, in Å:
C1 -0.547 -1.815 3.779
C2 -1.759 -1.436 2.812
O1 -2.389 -0.189 3.141
C3 -1.817 0.901 2.385
C4 -2.890 2.039 2.173
O2 -3.090 2.414 0.772
C5 -3.533 1.272 0.104
C6 -4.838 0.614 0.339
C7 -5.286 -0.589 -0.360
C8 -4.383 -1.240 -1.348
C9 -4.862 -2.523 -2.090
C10 -4.647 -3.861 -1.300
O3 -5.547 -4.510 -0.844
O4 -3.318 -4.326 -1.180
C11 -3.070 -0.615 -1.562
C12 -2.627 0.641 -0.876
C13 -1.200 1.223 -1.239
O5 -0.997 2.404 -1.436
C14 -0.074 0.125 -1.350
C15 -0.526 -1.141 -2.027
C16 0.350 -2.292 -2.188
C17 1.821 -2.101 -1.593
O6 2.744 -3.218 -1.665
C18 2.248 -0.840 -0.965
B1 3.778 -0.839 -0.412
O7 3.979 -0.748 0.990
N1 4.890 -0.925 -1.381
C19 5.899 -1.940 -0.944
C20 5.460 0.449 -1.452
C21 1.315 0.330 -0.823
C22 1.768 1.668 -0.167
C23 0.909 2.132 1.064
C24 1.518 3.526 1.563
C25 0.433 4.461 2.220
N2 -0.723 4.751 1.349
C26 -2.010 -1.236 -2.546
O8 -2.286 -1.714 -3.621
H1 0.341 -2.189 3.182
H2 -0.811 -2.661 4.478
H3 -0.207 -0.955 4.414
H4 -1.454 -1.540 1.736
H5 -2.541 -2.236 2.991
H6 -1.007 1.330 3.056
H7 -1.294 0.560 1.453
H8 -2.558 2.943 2.763
H9 -3.860 1.659 2.616
H10 -5.514 1.068 1.102
H11 -6.282 -1.044 -0.140
H12 -5.965 -2.394 -2.290
H13 -4.395 -2.655 -3.112
H14 -2.835 -3.617 -0.711
H15 -0.021 -3.270 -2.677
H16 2.451 -3.814 -0.908
H17 3.290 -1.258 1.457
H18 6.911 -1.460 -0.892
H19 5.668 -2.408 0.058
H20 5.876 -2.773 -1.710
H21 4.657 1.231 -1.620
H22 6.114 0.485 -2.372
H23 6.014 0.730 -0.510
H24 1.646 2.465 -0.964
H25 2.847 1.701 0.138
H26 -0.164 2.360 0.817
H27 0.920 1.355 1.889
H28 2.422 3.332 2.206
H29 1.914 4.060 0.640
H30 0.928 5.458 2.434
H31 0.130 4.066 3.238
H32 -1.428 4.012 1.397
H33 -0.438 4.889 0.374
C27 3.841 -6.796 1.433
N3 4.094 -5.355 1.170
O9 5.200 -4.913 1.457
O10 3.184 -4.711 0.689
H34 4.741 -7.232 1.859
H35 3.008 -6.860 2.128
H36 3.596 -7.267 0.484
F1 1.444 -6.033 0.708
C28 -2.592 6.619 -1.149
C29 -3.813 6.641 -2.015
O11 -4.678 7.523 -1.285
C30 -3.885 8.300 -0.520
O12 -4.289 9.279 0.107
O13 -2.631 7.890 -0.519
H37 -1.677 6.497 -1.725
H38 -2.631 5.846 -0.378
H39 -3.621 7.066 -3.003
H40 -4.263 5.658 -2.137
Mg1 -3.700 11.442 0.559
Br1 -1.307 9.274 1.499
Cs1 2.410 -4.755 -3.172
O14 4.983 -8.850 -1.059
P1 5.642 -9.710 -2.142
O15 5.993 -8.834 -3.343
O16 4.673 -10.809 -2.576
O17 6.914 -10.349 -1.588
Ca1 -6.680 10.158 0.666

Cartesian forces (eV/Å) of the 2 atoms listed first:
0.4 -0.3 -0.3
0.0 -1.8 1.2

Results
Frontier orbital gap = 1.156 eV
Molar mass = 1052.6 g/mol
HOMO energy = -5.74 eV